No. 1
55
Properties=species:S:1:pos:R:3:forces:R:3 method="wB97M-V/def2-TZVPD" lumo_energy_ev=-7.17 orbital_gap_ev=8.08 relative_energy_kcal_mol=0.0 max_force_ev_per_a=3.055 total_charge=+2
Ba -0.251878 0.412022 -0.634187 -0.34 -0.37 -0.02
C -2.198442 -1.160159 -5.286680 1.44 -1.00 -2.50
O -1.397094 -1.454591 -4.147262 -0.64 0.37 1.47
H -2.634744 -0.175748 -5.455982 -0.04 -0.13 1.06
H -1.442034 -1.283245 -6.061793 -0.20 0.64 -0.84
H -2.837908 -1.999893 -5.558776 -0.82 0.36 0.62
H -1.270898 -2.396963 -4.279915 0.38 -0.11 0.50
C 4.198890 -1.460514 -2.874023 0.70 -1.77 -0.93
O 3.705741 -0.445421 -2.064050 -0.67 1.04 0.73
H 4.512055 -2.350920 -2.328868 0.15 0.21 0.62
H 3.445077 -1.877961 -3.541566 -0.18 0.53 -0.32
H 5.076145 -1.142196 -3.437227 -0.18 0.02 -0.20
H 4.279933 0.312739 -2.194804 -0.09 0.06 0.19
C -3.735771 4.200390 -0.867120 0.22 0.15 1.14
O -3.443645 3.058255 -1.681881 -0.20 0.29 -0.03
H -2.984813 4.984146 -0.966527 0.05 -0.09 -0.35
H -4.718682 4.658093 -0.978847 -0.02 -0.27 -0.61
H -3.717925 3.885722 0.176318 0.10 -0.09 0.13
H -4.199027 2.942353 -2.262883 0.09 -0.18 -0.18
C 1.568224 -4.457368 1.078976 0.75 -0.57 0.68
O 0.968097 -3.509862 0.240631 -0.70 1.18 -0.84
H 2.600954 -4.637764 0.780560 0.06 -0.16 -0.09
H 1.618279 -4.050362 2.088898 -0.28 -0.06 -0.06
H 1.012660 -5.395002 1.061964 0.04 -0.02 0.21
H 0.867044 -3.911068 -0.625638 0.02 -0.09 -0.03
C 0.384036 3.429967 -5.131491 -1.63 1.30 -0.92
O 0.957872 2.769942 -4.052389 0.99 -1.01 0.85
H 1.066353 3.764043 -5.913111 0.27 -0.21 0.19
H -0.396682 2.842594 -5.614795 0.20 -0.41 0.10
H -0.138185 4.305590 -4.745895 0.02 0.32 -0.18
H 1.882532 3.028022 -4.050479 0.09 -0.14 0.22
C -5.351395 -0.668614 -0.091319 0.53 0.29 -0.30
O -4.093691 -1.272633 -0.448182 0.41 0.06 0.38
H -5.132507 0.306605 0.343597 0.04 0.04 -0.23
H -5.880660 -0.558044 -1.037758 -0.63 0.17 0.44
H -5.888942 -1.218153 0.681447 -0.08 -0.30 -0.32
H -4.302527 -2.066690 -0.945636 0.07 -0.12 0.01
C -2.693311 0.253615 3.987120 -0.17 0.14 0.60
O -2.079014 1.058985 2.932214 -0.08 -0.99 0.30
H -3.227868 0.879201 4.701965 -0.25 0.32 -0.37
H -3.384952 -0.496249 3.603124 0.13 0.34 -0.49
H -2.002026 -0.280902 4.638641 0.61 -0.03 -0.51
H -1.287896 1.430251 3.329573 0.04 0.17 0.15
C 4.940229 0.624821 3.535365 0.26 -0.62 -1.04
O 3.974560 0.382601 4.520712 -2.14 -0.14 1.77
C 2.717575 -0.016718 4.206868 0.46 -0.45 -0.07
O 2.265416 -0.003335 3.068565 0.07 0.16 1.25
O 2.008708 -0.492463 5.276642 0.70 0.34 -2.25
C 2.657358 -0.711529 6.531853 0.37 1.92 0.65
H 5.774824 1.192601 3.946691 -0.35 -0.05 0.24
H 4.514769 1.142452 2.675645 0.05 -0.06 0.02
H 5.274552 -0.378400 3.271037 0.42 0.24 -0.56
H 3.629731 -1.197934 6.454387 -0.52 -0.64 -0.04
H 1.900344 -1.074560 7.227008 0.32 -0.72 -0.41
H 2.890557 0.280249 6.919282 0.17 0.11 0.17

No. 2
22
Properties=species:S:1:pos:R:3:forces:R:3 method="wB97M-V/def2-TZVPD" lumo_energy_ev=3.50 orbital_gap_ev=5.87 relative_energy_kcal_mol=21.9 max_force_ev_per_a=1.577 total_charge=-1
C 0.830357 3.400119 -0.741977 0.39 0.54 -0.35
C -0.345693 2.455031 -0.798154 0.16 -0.48 -0.36
C -0.177323 1.400681 0.300207 -0.86 0.02 1.32
N -0.765759 0.129317 -0.001887 -0.15 -0.47 -0.54
C -0.024292 -0.702523 -0.957477 -0.47 0.78 -0.47
C -0.016384 -2.141780 -0.516098 0.06 -0.68 -0.10
C 0.540623 -2.318062 0.972309 -0.42 -0.21 -1.12
O -0.421302 -2.637968 1.835348 -0.35 0.01 0.36
H 0.983517 3.733530 0.283566 -0.03 0.10 0.15
H 0.711451 4.297160 -1.355794 -0.11 -0.02 -0.03
H 1.768600 2.937284 -1.049441 -0.03 -0.20 -0.02
H -0.451906 1.918361 -1.750386 0.40 0.21 0.00
H -1.271884 3.036725 -0.735415 -0.05 -0.26 0.43
H -0.652111 1.782718 1.212179 -0.28 0.02 -0.05
H 0.858882 1.317043 0.659457 0.44 -0.02 -0.66
H -1.024950 -0.461780 0.786642 0.29 0.38 0.20
H -0.435017 -0.514860 -1.964576 -0.24 -0.45 -0.01
H 1.015178 -0.355839 -1.109647 0.08 0.00 0.63
H -0.989392 -2.645733 -0.441049 -0.18 0.61 -0.14
H 0.514216 -2.727105 -1.289886 0.27 0.10 0.33
H 1.314929 -3.111083 0.804169 0.44 0.21 0.54
H 1.008309 -1.332631 1.219745 0.64 -0.17 -0.11

No. 3
43
Properties=species:S:1:pos:R:3:forces:R:3 method="wB97M-V/def2-TZVPD" lumo_energy_ev="-10.98 / -11.67" orbital_gap_ev="6.19 / 5.73" spin_multiplicity=3 s2=2.0244 max_force_ev_per_a=4.644 total_charge=+3
W 0.644319 -0.294453 -0.816053 0.59 0.62 -4.20
O -4.974730 -1.150391 0.525758 0.09 0.43 -0.69
C -4.859860 0.195830 0.609024 0.74 -1.04 1.03
O -5.724860 0.910665 0.989406 0.58 0.62 -0.57
C -3.392521 0.470222 0.350789 0.44 0.61 -0.52
C -2.706832 1.677412 0.609037 -0.55 1.28 -0.65
Cl -3.231844 3.290298 0.837069 -0.36 -1.00 0.50
N -1.421514 1.533824 0.253472 0.15 1.00 0.35
N -1.259278 0.341893 -0.310695 0.70 -1.15 0.12
C -2.394433 -0.354839 -0.250727 -0.56 -0.65 0.63
C -1.158560 -2.624991 -0.331756 2.40 0.81 0.95
O -1.107225 -3.976102 -0.504044 -0.38 1.45 0.28
O 0.598485 -0.617169 -2.491914 0.11 0.58 2.82
C -0.227319 2.383936 0.276106 -0.84 -0.33 -0.29
C 0.034778 3.327765 1.220237 0.92 0.63 -0.01
C 1.291516 4.090357 1.058417 -3.67 -2.81 -0.44
C 2.101795 3.788221 0.001777 1.76 1.81 0.56
C 1.791670 2.887133 -0.960836 -0.59 -0.80 -0.75
C 0.601825 2.114783 -0.858229 -0.11 0.12 -0.38
H -5.916722 -1.310893 0.595369 -0.83 -0.59 0.29
H -0.737038 3.512536 1.975163 0.77 0.19 0.01
H 1.447604 4.889090 1.701449 0.57 1.31 1.16
H 2.966796 4.447044 -0.114626 -0.08 -0.42 -0.13
H 2.404668 2.871966 -1.851398 -0.16 -0.22 -0.10
H -0.018574 2.072779 -1.784425 0.67 -0.38 0.19
N 4.102081 0.895559 -0.842241 0.45 -0.68 1.01
C 3.796288 -0.328588 -0.244959 -0.57 -1.05 0.55
N 2.555300 -0.906728 -0.209049 -0.15 0.89 -0.15
C 2.435705 -2.084833 0.558610 1.54 0.58 -0.49
C 3.603964 -2.426319 1.204125 -0.48 1.29 -1.15
S 4.858335 -1.337154 0.637858 -0.06 0.12 0.56
C 1.146277 -2.771723 0.440056 0.42 -1.15 1.92
C 1.065523 -3.994720 1.001422 -0.06 -0.38 -1.01
S -0.562486 -4.721708 0.960722 0.94 -0.02 0.08
C -2.278879 -1.807595 -0.654241 0.57 -2.07 0.27
N 0.033103 -2.015401 0.064297 -0.58 -0.17 -0.62
N -3.260150 -2.483652 -1.244402 -0.83 2.30 -0.27
H 4.108191 0.931135 -1.845510 -0.33 -0.31 -0.57
H 4.974438 1.346378 -0.522887 -0.59 -0.60 0.07
H 3.822879 -3.166359 1.968536 -0.02 0.03 -0.36
H 2.061851 -4.469943 1.251699 -1.85 -0.05 0.06
H -3.252774 -3.336236 -1.794943 0.48 -0.14 0.41
H -3.961789 -1.799032 -1.457463 -1.24 -0.65 -0.46

No. 4
7
Properties=species:S:1:pos:R:3:forces:R:3 method="wB97M-V/def2-TZVPD" lumo_energy_ev=0.40 orbital_gap_ev=9.81 relative_energy_kcal_mol=88.0 max_force_ev_per_a=4.907
H -0.935389 2.709788 0.003726 -1.75 2.11 -2.14
N -0.408201 2.140100 0.548656 2.24 -3.18 0.61
Si 0.368098 0.787526 0.082345 -2.58 3.58 -2.14
Cl 0.964429 0.041671 1.688515 2.09 -2.56 3.55
H 0.651185 0.041773 -1.160537 0.07 0.15 0.15
Cl -0.547993 -2.605831 -0.049414 -0.24 0.09 0.41
H -0.092128 -3.115027 -1.113290 0.17 -0.20 -0.44

No. 5
22
Properties=species:S:1:pos:R:3:forces:R:3 method="wB97M-V/def2-TZVPD" lumo_energy_ev="-1.28 / -1.04" orbital_gap_ev="7.67 / 8.06" relative_energy_kcal_mol=94.7 max_force_ev_per_a=4.258
B 1.135080 -1.378102 1.279657 -0.15 0.14 0.57
C -1.436760 0.444362 0.417992 -2.62 1.30 2.26
C -1.543976 -0.849065 -0.243582 -0.76 -0.27 -1.33
C -0.415070 1.283367 0.579154 -0.56 0.13 -1.02
C -0.548631 -1.710827 -0.190679 1.24 0.67 0.50
C 1.503342 -0.282991 0.170464 -2.35 -3.35 -1.17
C 0.809437 0.998463 -0.192268 -0.53 -1.86 -1.76
C -0.291749 1.959627 -2.106131 0.95 1.92 0.68
O 1.837483 -2.581760 1.286342 -0.09 0.22 -0.05
O 0.301384 -1.057674 2.357466 0.02 0.25 0.90
O 0.522843 0.908943 -1.645219 0.90 -0.10 2.07
F -0.654948 -2.994518 -0.528550 0.62 0.63 -0.20
F 1.736860 1.924053 0.042466 1.33 1.93 0.04
H -2.400195 0.732973 1.013944 1.61 -0.44 -1.40
H -2.464707 -1.104560 -0.883078 1.16 0.28 1.52
H -0.498276 2.327288 0.915175 -0.13 -0.85 0.59
H 1.998188 -0.726003 -0.715292 0.15 0.45 0.49
H -0.971063 2.253289 -1.225585 1.02 0.41 -1.90
H -0.902761 1.604117 -2.892598 -0.72 -0.60 -0.80
H 0.399057 2.771025 -2.600868 -1.48 -0.98 1.36
H 1.397804 -3.207190 1.877955 0.24 0.12 -0.17
H 0.486657 -1.314818 3.283235 0.16 -0.01 -1.21

No. 6
14
Properties=species:S:1:pos:R:3:forces:R:3 method="wB97M-V/def2-TZVPD" lumo_energy_ev="0.13 / 0.13" orbital_gap_ev="8.38 / 8.38" relative_energy_kcal_mol=90.4 max_force_ev_per_a=0.973
N -1.018242 1.004335 0.064068 -0.03 0.00 0.04
C 0.387084 1.211763 0.525685 -0.14 -0.04 0.43
O 0.588574 1.877023 1.509417 -0.19 -0.44 -0.85
C 1.266519 0.242947 -0.186983 0.05 -0.28 0.00
C 0.500353 -1.148238 0.129399 -0.04 0.61 0.23
C -0.904836 -0.899517 -0.291351 0.02 0.01 -0.04
O 0.689407 -2.222170 -0.611558 0.00 -0.01 -0.06
H -1.670707 1.420344 0.731115 0.16 -0.10 -0.10
H -1.197244 1.383257 -0.866013 0.14 -0.05 0.22
H 2.296269 0.290861 0.175553 -0.25 -0.04 -0.03
H 1.240181 0.354402 -1.278831 -0.04 0.06 0.20
H 0.577811 -1.281399 1.234781 0.01 -0.01 -0.17
H -1.026659 -0.846332 -1.370379 0.06 0.09 0.18
H -1.728510 -1.387277 0.235098 0.23 0.19 -0.04